1) Below is 2 unconnected molecules or ions with the total composition C9H14, with properties calculated with wB97M-V/def2-TZVPD.

Atoms and positions in Å:
C 1.447 3.149 -0.901
C 2.266 1.880 -1.437
H 2.001 3.798 -0.343
H 1.040 3.659 -1.854
H 0.736 2.927 -0.181
H 1.716 0.983 -1.347
H 3.135 1.693 -0.865
H 2.610 2.040 -2.553
C 0.360 -0.481 2.105
C -1.462 -0.244 0.323
C -0.580 -0.919 1.055
C -2.376 -0.843 -0.447
C -0.516 -2.346 0.865
C -2.334 -2.241 -0.699
C -1.313 -3.070 -0.167
H -1.455 0.718 0.556
H -3.107 -0.053 -0.981
H -0.168 -0.548 3.044
H 0.787 0.516 1.692
H 0.106 -2.953 1.460
H -3.136 -2.498 -1.406
H -1.066 -4.083 -0.099
H 1.309 -1.083 2.181

Properties
SMILES: Cc1ccccc1.CC
Charge: 0

natural (NBO) population analysis, charges in e, atoms 1 to 8: number 1, C, carries -0.606; number 2, C, carries -0.607; number 3, H, carries 0.201; number 4, H, carries 0.205; number 5, H, carries 0.200; number 6, H, carries 0.206; number 7, H, carries 0.200; number 8, H, carries 0.202

=====

2) Below is 2 unconnected molecules or ions with the total composition C9H14, with properties calculated with wB97M-V/def2-TZVPD.

Atoms and positions in Å:
C 0.925 3.336 -2.340
C 2.286 2.859 -1.849
H 0.896 3.366 -3.432
H 0.085 2.750 -1.962
H 0.748 4.376 -2.037
H 2.647 2.028 -2.452
H 2.275 2.582 -0.796
H 3.050 3.624 -1.956
C -0.626 -0.105 -0.447
C -0.251 -3.330 1.481
C -0.102 -2.339 0.517
C -1.128 -3.133 2.539
C -0.750 -1.108 0.692
C -1.908 -1.981 2.590
C -1.645 -0.919 1.741
H 0.381 -4.212 1.530
H 0.788 -2.365 -0.106
H -1.321 -3.885 3.293
H -2.591 -1.921 3.430
H 0.429 0.180 -0.418
H -1.331 0.713 -0.377
H -2.140 0.040 1.792
H -0.719 -0.558 -1.433

Properties
SMILES: Cc1ccccc1.CC
Charge: 0

natural (NBO) population analysis, charges in e, atoms 1 to 8: number 1, C, carries -0.608; number 2, C, carries -0.609; number 3, H, carries 0.203; number 4, H, carries 0.205; number 5, H, carries 0.201; number 6, H, carries 0.202; number 7, H, carries 0.203; number 8, H, carries 0.203

=====

3) Below is 2 unconnected molecules or ions with the total composition C9H14, with properties calculated with wB97M-V/def2-TZVPD.

Atoms and positions in Å:
C 2.267 0.181 -1.717
C 0.519 -0.741 1.467
C 0.925 0.288 2.335
C 1.025 -0.810 0.196
C 1.790 0.316 -0.280
C 1.590 1.363 1.819
C 2.187 1.346 0.531
H -0.063 -1.501 1.987
H 0.494 0.438 3.315
H 0.719 -1.536 -0.530
H 1.946 2.164 2.472
H 1.692 -0.585 -2.253
H 3.320 -0.093 -1.596
H 2.573 2.244 0.071
H 2.240 1.039 -2.409
C -3.556 -0.252 -0.584
C -2.163 -0.764 -0.816
H -4.208 -0.736 0.186
H -3.618 0.812 -0.439
H -4.417 -0.517 -1.256
H -1.770 -1.245 0.081
H -1.416 0.032 -0.911
H -2.077 -1.443 -1.670

Properties
SMILES: Cc1ccccc1.CC
Charge: 0

natural (NBO) population analysis, charges in e, atoms 1 to 8: number 1, C, carries -0.640; number 2, C, carries -0.199; number 3, C, carries -0.241; number 4, C, carries -0.224; number 5, C, carries 0.008; number 6, C, carries -0.180; number 7, C, carries -0.242; number 8, H, carries 0.214

=====

Tell me which of them is the most stable. Sure, it is 2).

=====

1) Below is 2 unconnected molecules or ions with the total composition C9H14, with properties calculated with wB97M-V/def2-TZVPD.

Atoms and positions in Å:
C -0.714 2.848 0.986
C -0.916 0.381 0.861
C -1.295 1.618 0.298
C -1.509 -0.843 0.372
C -2.370 -0.834 -0.685
C -2.235 1.622 -0.774
C -2.613 0.416 -1.364
H -0.018 0.309 1.400
H -1.292 -1.892 0.893
H -0.359 2.567 2.011
H -1.544 3.483 1.217
H -2.845 -1.804 -1.123
H -2.646 2.591 -0.969
H -3.046 0.456 -2.277
H 0.006 3.257 0.426
C 2.923 -2.260 0.483
C 2.906 -1.233 -0.768
H 1.937 -2.737 0.616
H 3.544 -3.047 0.169
H 3.380 -1.933 1.424
H 2.361 -0.290 -0.604
H 3.969 -0.967 -0.974
H 2.374 -1.708 -1.619

Properties
SMILES: Cc1ccccc1.CC
Charge: 0

natural (NBO) population analysis, charges in e, atoms 1 to 8: number 1, C, carries -0.622; number 2, C, carries -0.224; number 3, C, carries 0.001; number 4, C, carries -0.207; number 5, C, carries -0.238; number 6, C, carries -0.230; number 7, C, carries -0.185; number 8, H, carries 0.207

=====

2) Below is 2 unconnected molecules or ions with the total composition C9H14, with properties calculated with wB97M-V/def2-TZVPD.

Atoms and positions in Å:
C 1.556 0.908 -1.084
C -0.980 -2.495 -1.564
C 0.380 -2.655 -1.194
C -1.563 -1.263 -1.614
C 1.165 -1.549 -1.112
C -0.728 -0.116 -1.497
C 0.572 -0.238 -1.159
H -1.626 -3.340 -1.782
H 0.737 -3.655 -1.013
H -2.625 -1.171 -1.762
H 2.222 -1.513 -0.874
H -1.245 0.842 -1.460
H 0.978 1.843 -1.033
H 2.265 0.909 -1.897
H 2.017 1.131 -0.113
C -0.229 2.264 2.465
C -0.480 0.747 2.293
H -0.906 2.898 1.890
H -0.476 2.523 3.497
H 0.771 2.662 2.309
H -0.968 0.662 1.319
H -1.240 0.484 3.024
H 0.403 0.121 2.358

Properties
SMILES: Cc1ccccc1.CC
Charge: 0

natural (NBO) population analysis, charges in e, atoms 1 to 8: number 1, C, carries -0.649; number 2, C, carries -0.217; number 3, C, carries -0.209; number 4, C, carries -0.204; number 5, C, carries -0.206; number 6, C, carries -0.216; number 7, C, carries -0.019; number 8, H, carries 0.210

=====

3) Below is 2 unconnected molecules or ions with the total composition C9H14, with properties calculated with wB97M-V/def2-TZVPD.

Atoms and positions in Å:
C 2.625 -1.708 -0.271
C 2.705 -0.282 -0.883
H 1.711 -2.153 -0.657
H 3.463 -2.350 -0.544
H 2.618 -1.781 0.818
H 2.535 0.546 -0.212
H 1.986 -0.357 -1.701
H 3.620 -0.169 -1.474
C -1.820 1.963 1.956
C -1.169 -0.660 -1.277
C -0.749 0.680 -1.410
C -1.562 -1.225 -0.069
C -1.016 1.494 -0.313
C -1.742 -0.393 1.052
C -1.573 0.948 0.840
H -1.154 -1.395 -2.076
H -0.328 0.914 -2.375
H -1.756 -2.284 -0.004
H -0.775 2.548 -0.327
H -2.047 -0.834 1.990
H -2.514 2.770 1.753
H -0.842 2.271 2.334
H -2.216 1.456 2.848

Properties
SMILES: Cc1ccccc1.CC
Charge: 0

natural (NBO) population analysis, charges in e, atoms 1 to 8: number 1, C, carries -0.614; number 2, C, carries -0.619; number 3, H, carries 0.204; number 4, H, carries 0.203; number 5, H, carries 0.205; number 6, H, carries 0.214; number 7, H, carries 0.206; number 8, H, carries 0.203

=====

Tell me which of them is the most stable. Sure, it is 3).

=====

1) Below is 2 unconnected molecules or ions with the total composition C9H14, with properties calculated with wB97M-V/def2-TZVPD.

Atoms and positions in Å:
C 0.377 1.860 -2.044
C -1.107 0.929 1.311
C 0.052 0.653 2.017
C -1.016 1.247 -0.042
C 0.217 1.298 -0.662
C 1.260 0.481 1.355
C 1.339 0.804 0.009
H -2.055 0.941 1.828
H -0.021 0.500 3.085
H -1.922 1.364 -0.626
H 2.123 0.073 1.869
H 0.952 2.788 -1.996
H -0.578 2.077 -2.520
H 2.244 0.605 -0.559
H 0.932 1.193 -2.703
C -0.888 -2.355 -0.311
C 0.019 -3.490 -0.766
H -1.492 -2.688 0.532
H -0.329 -1.498 0.071
H -1.565 -1.996 -1.091
H 0.627 -3.826 0.080
H 0.743 -3.219 -1.533
H -0.577 -4.347 -1.071

Properties
SMILES: Cc1ccccc1.CC
Charge: 0

natural (NBO) population analysis, charges in e, atoms 1 to 8: number 1, C, carries -0.630; number 2, C, carries -0.204; number 3, C, carries -0.225; number 4, C, carries -0.222; number 5, C, carries -0.002; number 6, C, carries -0.209; number 7, C, carries -0.221; number 8, H, carries 0.215

=====

2) Below is 2 unconnected molecules or ions with the total composition C9H14, with properties calculated with wB97M-V/def2-TZVPD.

Atoms and positions in Å:
C -2.425 -1.728 -2.389
C -0.926 -1.482 -2.466
H -2.650 -2.595 -1.762
H -2.996 -0.907 -1.945
H -2.920 -1.877 -3.351
H -0.491 -1.844 -1.538
H -0.439 -2.199 -3.134
H -0.615 -0.515 -2.844
C -0.431 -1.051 2.290
C -0.419 0.385 0.253
C 0.211 -0.024 1.406
C 0.276 1.234 -0.650
C 1.521 1.681 -0.337
C 1.351 0.707 1.844
C 1.988 1.567 0.986
H -1.319 -0.046 -0.165
H -0.160 1.502 -1.604
H -1.084 -0.528 2.997
H 0.261 -1.582 2.949
H 2.122 2.323 -0.976
H 1.581 0.760 2.903
H 2.943 1.990 1.270
H -0.995 -1.828 1.777

Properties
SMILES: Cc1ccccc1.CC
Charge: 0

natural (NBO) population analysis, charges in e, atoms 1 to 8: number 1, C, carries -0.614; number 2, C, carries -0.623; number 3, H, carries 0.204; number 4, H, carries 0.200; number 5, H, carries 0.205; number 6, H, carries 0.214; number 7, H, carries 0.205; number 8, H, carries 0.210

=====

3) Below is 2 unconnected molecules or ions with the total composition C9H14, with properties calculated with wB97M-V/def2-TZVPD.

Atoms and positions in Å:
C -0.483 -2.583 1.207
C -1.918 -2.955 0.895
H -0.195 -1.536 1.110
H -0.226 -2.827 2.240
H 0.273 -3.129 0.638
H -2.000 -3.683 0.086
H -2.568 -2.090 0.799
H -2.394 -3.586 1.658
C -0.758 1.119 -2.261
C 1.194 0.424 -0.743
C 0.179 1.309 -1.114
C 2.076 0.684 0.260
C 0.108 2.527 -0.440
C 1.949 1.902 0.972
C 0.922 2.768 0.689
H 1.136 -0.573 -1.178
H 2.902 0.067 0.571
H -0.486 0.191 -2.765
H -0.816 1.960 -2.945
H -0.558 3.302 -0.784
H 2.681 2.114 1.741
H 0.752 3.671 1.257
H -1.770 0.925 -1.891

Properties
SMILES: Cc1ccccc1.CC
Charge: 0

natural (NBO) population analysis, charges in e, atoms 1 to 8: number 1, C, carries -0.627; number 2, C, carries -0.626; number 3, H, carries 0.217; number 4, H, carries 0.205; number 5, H, carries 0.204; number 6, H, carries 0.209; number 7, H, carries 0.211; number 8, H, carries 0.206

=====

4) Below is 2 unconnected molecules or ions with the total composition C9H14, with properties calculated with wB97M-V/def2-TZVPD.

Atoms and positions in Å:
C -0.114 0.524 2.710
C -2.840 -1.525 0.033
C -1.488 -1.805 0.041
C -3.301 -0.571 0.946
C -0.630 -1.089 0.862
C -2.456 0.068 1.822
C -1.074 -0.131 1.769
H -3.605 -2.138 -0.412
H -0.999 -2.527 -0.606
H -4.357 -0.318 0.891
H 0.430 -1.260 0.876
H -2.850 0.716 2.592
H 0.439 -0.210 3.301
H -0.648 1.189 3.363
H 0.672 1.102 2.232
C 2.543 1.658 -2.313
C 3.134 0.294 -2.735
H 1.937 1.958 -3.159
H 2.088 1.684 -1.330
H 3.328 2.413 -2.241
H 3.559 0.577 -3.702
H 2.379 -0.473 -2.889
H 3.853 -0.139 -2.051

Properties
SMILES: Cc1ccccc1.CC
Charge: 0

natural (NBO) population analysis, charges in e, atoms 1 to 8: number 1, C, carries -0.632; number 2, C, carries -0.228; number 3, C, carries -0.205; number 4, C, carries -0.203; number 5, C, carries -0.212; number 6, C, carries -0.211; number 7, C, carries -0.011; number 8, H, carries 0.216

=====

Tell me which of them is the most stable. Sure, it is 1).

=====

1) Below is C2N2OS in the gas phase, with properties calculated with wB97M-V/def2-TZVPD.

Atoms and positions in Å:
C -0.472 1.045 -0.277
C 0.161 -0.821 1.394
N -0.322 0.245 0.777
N -0.451 0.963 -1.563
O 0.829 -1.284 2.229
S 0.255 -0.148 -2.560

Properties
SMILES: O=C=NC#[N+][S-]
Charge: 0

Just the natural (NBO) charges please, in e? Sure, here they are: number 1, C, carries 0.495; number 2, C, carries 0.859; number 3, N, carries -0.592; number 4, N, carries -0.514; number 5, O, carries -0.431; number 6, S, carries 0.183

=====

2) Below is C2N2OS in the gas phase, with properties calculated with wB97M-V/def2-TZVPD.

Atoms and positions in Å:
C 0.220 -0.418 0.508
C -0.363 -0.156 -1.822
N -0.220 -0.034 -0.638
N 0.211 0.351 1.739
O -0.543 -0.175 -2.966
S 0.695 0.431 3.180

Properties
SMILES: O=C=NC#[N+][S-]
Charge: 0

Just the natural (NBO) charges please, in e? Sure, here they are: number 1, C, carries 0.338; number 2, C, carries 0.908; number 3, N, carries -0.587; number 4, N, carries -0.578; number 5, O, carries -0.454; number 6, S, carries 0.373

=====

Tell me which of them is the most stable. Sure, it is 2).